Entry 1:
DFT (ωB97M-V/def2-TZVPD) results for a structure of composition C19H15AuN3O4 in a non-equilibrium geometry.

```
42
C19H15AuN3O4 (ωB97M-V/def2-TZVPD)
Au 0.21 0.55 -0.63
O 3.68 2.09 -1.94
C 2.55 1.86 -1.57
N 1.97 0.64 -1.48
C 2.71 -0.59 -1.63
C 1.81 -1.74 -1.26
C 2.23 -3.05 -1.35
C 1.37 -4.08 -1.02
C 0.08 -3.77 -0.61
C -0.30 -2.45 -0.52
N 0.55 -1.46 -0.83
C 1.58 2.96 -1.17
C 1.91 4.30 -1.24
C 0.97 5.23 -0.84
C -0.27 4.81 -0.38
C -0.54 3.46 -0.32
N 0.38 2.57 -0.71
H 3.60 -0.60 -1.01
H 3.03 -0.72 -2.67
H 3.24 -3.26 -1.68
H 1.69 -5.11 -1.08
H -0.64 -4.54 -0.35
H -1.29 -2.16 -0.21
H 2.90 4.56 -1.61
H 1.20 6.29 -0.88
H -1.02 5.52 -0.06
H -1.48 3.05 0.02
O -1.58 0.76 0.25
C -2.13 -0.28 0.94
C -3.28 -0.88 0.46
C -3.83 -1.97 1.12
C -3.23 -2.48 2.26
C -2.09 -1.87 2.76
C -1.54 -0.76 2.13
C -0.33 -0.15 2.77
O 0.34 -0.69 3.59
O -0.01 1.11 2.34
H -0.69 1.31 1.70
H -3.73 -0.49 -0.45
H -4.73 -2.43 0.73
H -3.66 -3.33 2.77
H -1.62 -2.23 3.66
```

* max |F|: 1.2 eV/Å
* energy: -1333.7518 hartree
* total charge: +1
* HOMO energy: -11.9 eV

---

Entry 2:
DFT (ωB97M-V/def2-TZVPD) results for a structure of composition C19H15BrCsN4O3.

```
43
C19H15BrCsN4O3 (ωB97M-V/def2-TZVPD)
Cs 0.64 2.98 0.22
Br 0.25 -4.12 5.39
C 0.36 -2.52 4.34
C 1.19 -1.47 4.76
C 1.24 -0.32 4.02
C 0.49 -0.12 2.81
O 0.49 0.99 2.22
C -0.28 -1.26 2.38
C -1.02 -1.32 1.14
N -0.77 -0.66 0.06
C -1.50 -0.97 -1.09
C -1.95 -2.24 -1.39
C -2.69 -2.51 -2.56
C -2.97 -1.51 -3.45
C -2.50 -0.20 -3.20
C -2.74 0.87 -4.10
C -2.23 2.10 -3.83
C -1.47 2.27 -2.65
N -1.23 1.31 -1.79
C -1.75 0.08 -2.04
C -0.37 -2.41 3.19
H 1.77 -1.57 5.67
H 1.86 0.51 4.35
H -1.86 -2.03 1.14
H -1.71 -3.06 -0.73
H -3.02 -3.52 -2.76
H -3.55 -1.71 -4.35
H -3.32 0.69 -4.99
H -2.40 2.94 -4.49
H -1.04 3.25 -2.43
H -1.00 -3.23 2.87
C 4.59 -0.21 0.54
C 3.25 0.15 -0.06
N 2.25 -0.72 0.19
O 3.10 1.16 -0.73
H 4.73 -1.29 0.61
H 4.64 0.21 1.55
H 5.38 0.24 -0.06
H 2.36 -1.36 0.96
H 1.29 -0.41 0.05
O 0.71 8.14 -0.81
C 0.50 6.97 -0.59
N 0.30 5.82 -0.38
```

* max |F|: 0.2 eV/Å
* energy: -3772.1006 hartree
* total charge: -1
* HOMO energy: -4.8 eV

---

Entry 3:
DFT (ωB97M-V/def2-TZVPD) results for a structure of composition C19H15Cl2N5PdSe in a non-equilibrium geometry.

```
43
C19H15Cl2N5PdSe (ωB97M-V/def2-TZVPD)
Pd -0.20 -1.44 -2.26
Cl -2.43 -0.39 -3.00
C -3.36 -1.60 -2.09
Cl -2.23 -2.81 -1.43
H -4.06 -2.10 -2.77
H -3.88 -1.11 -1.27
Se -1.59 -3.59 -4.86
N -0.31 -2.61 -4.09
C 0.74 -2.53 -4.91
C 1.94 -1.84 -4.65
C 2.92 -1.89 -5.60
C 2.75 -2.61 -6.81
C 1.59 -3.27 -7.10
C 0.55 -3.24 -6.15
N -0.63 -3.84 -6.27
H 2.05 -1.30 -3.69
H 3.86 -1.38 -5.44
H 3.57 -2.63 -7.52
H 1.44 -3.80 -8.03
N -0.50 2.90 3.53
C -0.33 3.15 4.86
C -0.50 4.28 5.64
C -0.24 4.16 7.00
C 0.18 2.95 7.57
C 0.36 1.81 6.81
C 0.09 1.91 5.43
N 0.16 0.99 4.45
C -0.19 1.58 3.32
C -0.19 0.92 2.04
C 0.20 -0.42 1.95
C 0.30 -1.01 0.70
N 0.04 -0.35 -0.43
C -0.36 0.92 -0.35
C -0.51 1.58 0.85
H -0.79 3.58 2.84
H -0.83 5.22 5.22
H -0.37 5.02 7.64
H 0.38 2.92 8.63
H 0.70 0.89 7.24
H 0.43 -0.98 2.84
H 0.64 -2.04 0.60
H -0.55 1.44 -1.29
H -0.86 2.60 0.83
```

* max |F|: 1.9 eV/Å
* energy: -4455.8898 hartree
* total charge: +2
* HOMO energy (spin up / spin down): -12.8 / -12.8 eV

---

Entry 4:
DFT (ωB97M-V/def2-TZVPD) results for the molecule C19H15Cl2N7O in a non-equilibrium geometry.

```
44
C19H15Cl2N7O (ωB97M-V/def2-TZVPD)
Cl 5.42 -3.43 -4.44
Cl 4.51 -2.32 -1.47
N 0.49 -0.54 3.16
N -0.24 0.53 3.37
N 1.60 -3.22 1.62
N 2.16 -3.87 0.51
N -2.02 2.33 0.86
O -2.61 5.14 3.87
C 0.46 -0.92 1.85
C -0.63 0.92 2.21
C 1.01 -2.16 1.13
C 1.88 -3.13 -0.56
C -2.80 3.41 0.64
C -1.41 2.15 2.00
C 1.68 -4.77 -3.97
C 3.01 -4.65 -4.46
C -2.96 4.35 1.57
C -1.64 3.05 3.07
C 1.31 -4.17 -2.74
C 3.85 -3.75 -3.64
C 3.49 -3.35 -2.36
C -2.52 4.18 2.83
C 2.27 -3.57 -1.92
N -0.22 0.11 1.18
N 0.98 -2.06 -0.26
C -3.73 6.07 4.01
C -0.13 -0.93 -2.22
C 0.20 0.37 -0.17
C 0.82 -0.74 -0.97
H -3.08 3.69 -0.42
H 0.89 -5.27 -4.65
H 3.35 -4.79 -5.42
H -3.42 5.28 1.30
H -1.28 2.81 4.03
H 0.28 -4.34 -2.43
H -4.13 6.40 3.07
H -3.38 6.95 4.54
H -4.51 5.62 4.64
H -0.96 -1.53 -1.91
H 0.42 -1.42 -2.93
H -0.35 0.03 -2.64
H 0.88 1.07 -0.02
H -0.68 0.81 -0.64
H 1.74 -0.34 -1.22
```

* SMILES: COc1ccnc(-c2nnc3n2C[C@H](C)n2c(-c4cccc(Cl)c4Cl)nnc2-3)c1
* max |F|: 6.1 eV/Å
* energy: -2111.8147 hartree
* total charge: 0
* HOMO energy: -8.7 eV

---

Entry 5:
DFT (ωB97M-V/def2-TZVPD) results for the molecule C19H15ClFNO3S.

```
41
C19H15ClFNO3S (ωB97M-V/def2-TZVPD)
O 3.08 3.02 0.09
S 2.10 2.02 0.39
O 0.91 2.38 1.10
N 2.89 0.85 1.26
H 3.73 0.54 0.78
C 2.11 -0.21 1.86
C 1.34 -1.04 0.86
C 1.96 -1.79 -0.12
C 1.25 -2.50 -1.08
C -0.13 -2.42 -1.06
C -0.79 -1.68 -0.10
C -0.07 -1.00 0.87
O -0.63 -0.27 1.86
C -1.97 0.08 1.82
C -2.27 1.42 1.62
C -3.59 1.83 1.64
C -4.60 0.91 1.86
C -4.29 -0.42 2.07
C -2.98 -0.85 2.05
H -2.73 -1.88 2.23
H -5.08 -1.14 2.25
H -5.63 1.24 1.87
H -3.83 2.87 1.49
H -1.45 2.11 1.48
H -1.87 -1.62 -0.11
H -0.70 -2.95 -1.81
H 1.77 -3.08 -1.82
Cl 3.69 -1.86 -0.17
H 1.40 0.28 2.53
H 2.79 -0.84 2.44
C 1.63 1.25 -1.17
C 0.30 1.09 -1.48
C -0.05 0.47 -2.67
C 0.96 0.04 -3.51
C 2.30 0.22 -3.22
C 2.64 0.84 -2.03
H 3.67 1.02 -1.76
H 3.06 -0.13 -3.91
F 0.63 -0.58 -4.66
H -1.08 0.33 -2.95
H -0.45 1.45 -0.80
```

* SMILES: O=S(=O)(NCc1c(Cl)cccc1Oc1ccccc1)c1ccc(F)cc1
* max |F|: 0.9 eV/Å
* energy: -1971.7477 hartree
* total charge: 0
* HOMO energy: -8.9 eV

---

Entry 6:
DFT (ωB97M-V/def2-TZVPD) results for the molecule C19H15ClN2O4 in a non-equilibrium geometry.

```
41
C19H15ClN2O4 (ωB97M-V/def2-TZVPD)
O -2.85 -1.43 -1.08
O 1.30 -0.41 2.85
O 2.43 2.83 0.75
Cl 3.91 1.53 -5.98
O 3.35 0.15 2.05
C -2.00 -0.65 -0.62
C 2.01 0.15 2.02
C 2.20 1.80 0.14
C -1.16 0.04 -1.52
C 0.23 0.13 -1.40
C -3.93 -1.69 4.22
C -4.30 -2.18 2.96
C -2.83 -0.82 4.30
C 1.66 0.54 -4.85
C 0.75 0.29 -3.81
C -3.70 -1.72 1.79
C -2.22 -0.35 3.14
C 3.23 1.46 -3.30
C 2.88 1.11 -4.61
C 1.10 0.59 -2.49
C -2.67 -0.75 1.86
C 2.38 1.20 -2.24
N -1.94 -0.28 0.74
N 2.87 1.65 -1.03
C 1.33 0.72 0.78
C 0.95 -0.42 -0.17
H 3.59 -0.42 2.79
H -1.65 0.34 -2.42
H -4.42 -2.06 5.13
H -5.04 -2.93 2.88
H -2.36 -0.51 5.23
H 1.43 0.27 -5.87
H -0.14 -0.26 -4.01
H -4.02 -2.14 0.85
H -1.39 0.31 3.31
H 4.22 1.92 -3.10
H -1.39 0.55 0.88
H 3.58 2.39 -1.10
H 0.43 1.24 1.04
H 1.85 -1.01 -0.46
H 0.35 -1.15 0.36
```

* SMILES: O=C(/C=C1\C[C@@H](C(=O)O)C(=O)Nc2cc(Cl)ccc21)Nc1ccccc1
* max |F|: 4.7 eV/Å
* energy: -1603.7236 hartree
* total charge: 0
* HOMO energy: -8.5 eV

---

Copy entry 1 word for word.
DFT (ωB97M-V/def2-TZVPD) results for a structure of composition C19H15AuN3O4 in a non-equilibrium geometry.

```
42
C19H15AuN3O4 (ωB97M-V/def2-TZVPD)
Au 0.21 0.55 -0.63
O 3.68 2.09 -1.94
C 2.55 1.86 -1.57
N 1.97 0.64 -1.48
C 2.71 -0.59 -1.63
C 1.81 -1.74 -1.26
C 2.23 -3.05 -1.35
C 1.37 -4.08 -1.02
C 0.08 -3.77 -0.61
C -0.30 -2.45 -0.52
N 0.55 -1.46 -0.83
C 1.58 2.96 -1.17
C 1.91 4.30 -1.24
C 0.97 5.23 -0.84
C -0.27 4.81 -0.38
C -0.54 3.46 -0.32
N 0.38 2.57 -0.71
H 3.60 -0.60 -1.01
H 3.03 -0.72 -2.67
H 3.24 -3.26 -1.68
H 1.69 -5.11 -1.08
H -0.64 -4.54 -0.35
H -1.29 -2.16 -0.21
H 2.90 4.56 -1.61
H 1.20 6.29 -0.88
H -1.02 5.52 -0.06
H -1.48 3.05 0.02
O -1.58 0.76 0.25
C -2.13 -0.28 0.94
C -3.28 -0.88 0.46
C -3.83 -1.97 1.12
C -3.23 -2.48 2.26
C -2.09 -1.87 2.76
C -1.54 -0.76 2.13
C -0.33 -0.15 2.77
O 0.34 -0.69 3.59
O -0.01 1.11 2.34
H -0.69 1.31 1.70
H -3.73 -0.49 -0.45
H -4.73 -2.43 0.73
H -3.66 -3.33 2.77
H -1.62 -2.23 3.66
```

* max |F|: 1.2 eV/Å
* energy: -1333.7518 hartree
* total charge: +1
* HOMO energy: -11.9 eV

---

> Number 4 is which compound?

C19H15Cl2N7O